Record 1
Molecular formula: C30H80O10
Method: DFT, wB97M-V/def2-TZVPD

Calculated values
Energy above the lowest of the compared OMol25 structures with the same formula, charge and spin: 53.6 kcal/mol
Frontier orbital gap: 9.984 eV
Multiplicity: 1
Highest occupied orbital energy: -9.525 eV
SMILES: CC(C)O.CC(C)O.CC(C)O.CC(C)O.CC(C)O.CC(C)O.CC(C)O.CC(C)O.CC(C)O.CC(C)O

Positions of all 120 atoms, in Å:
C1 12.41286 11.23809 -7.08865
C2 11.58373 12.05855 -8.05352
C3 11.23779 11.36140 -9.35836
O1 10.36374 12.44090 -7.36327
H1 13.33048 10.86163 -7.54552
H2 11.92617 10.35470 -6.66676
H3 12.64798 11.87653 -6.23247
H4 12.10736 12.99595 -8.26389
H5 10.52473 11.93498 -9.94097
H6 10.87866 10.34123 -9.19099
H7 12.19105 11.15621 -9.85316
H8 10.52571 12.30431 -6.42756
C4 14.24424 4.84655 -11.64421
C5 15.37602 5.80366 -12.04900
C6 16.39750 5.09121 -12.92584
O2 14.77336 6.84802 -12.83601
H9 14.59127 4.11777 -10.89937
H10 13.79051 4.21277 -12.40747
H11 13.47779 5.39536 -11.09362
H12 15.84988 6.21452 -11.15853
H13 16.66141 4.09751 -12.55274
H14 17.30945 5.67068 -13.06689
H15 15.96289 4.89152 -13.90818
H16 14.04631 6.43902 -13.33083
C7 20.01374 13.30580 -14.89580
C8 19.04801 14.37906 -14.45256
C9 17.99141 13.82716 -13.46852
O3 19.75196 15.44972 -13.86720
H17 20.68877 13.63227 -15.69237
H18 19.58170 12.34263 -15.16758
H19 20.77329 13.03352 -14.15078
H20 18.58546 14.84309 -15.33989
H21 17.43614 12.99455 -13.90966
H22 17.30018 14.56582 -13.06824
H23 18.57433 13.40145 -12.64632
H24 19.32025 16.29683 -13.95187
C10 13.50629 15.01422 -11.77052
C11 13.10300 14.88405 -13.21389
C12 14.11023 14.37614 -14.22253
O4 11.90923 14.05283 -13.26825
H25 12.84135 15.58352 -11.11709
H26 14.39271 15.65674 -11.64552
H27 13.74605 14.04824 -11.32637
H28 12.70411 15.80115 -13.67316
H29 14.09726 13.28473 -14.32955
H30 15.12293 14.71039 -13.99873
H31 13.88253 14.66108 -15.25257
H32 11.15808 14.58298 -12.99777
C13 19.72825 7.89273 -11.55749
C14 19.72810 9.38924 -11.29262
C15 19.68834 10.22533 -12.57125
O5 18.59468 9.76233 -10.52657
H33 18.96672 7.60658 -12.29394
H34 19.43528 7.36317 -10.64937
H35 20.65707 7.49965 -11.97068
H36 20.64658 9.62325 -10.75283
H37 18.97192 9.74979 -13.25390
H38 20.55888 10.38794 -13.21124
H39 19.31337 11.22335 -12.33850
H40 17.82217 9.44178 -11.02393
C16 14.96620 5.98122 -15.86082
C17 13.77966 6.86069 -15.49822
C18 12.94629 7.08515 -16.76880
O6 12.97662 6.07579 -14.59294
H41 15.55220 5.82468 -14.94731
H42 15.65250 6.43583 -16.57187
H43 14.56753 5.02136 -16.17742
H44 14.02312 7.80867 -15.01516
H45 12.83272 6.22099 -17.42491
H46 13.40074 7.80276 -17.46305
H47 11.95679 7.49055 -16.54309
H48 12.10297 6.50684 -14.60580
C19 15.71080 12.23289 -16.93188
C20 14.82073 10.99925 -16.88663
C21 13.46700 11.35121 -16.30194
O7 14.70687 10.37802 -18.17367
H49 15.86228 12.63465 -15.92692
H50 15.26650 13.02165 -17.53593
H51 16.70990 11.96105 -17.28293
H52 15.19793 10.19275 -16.24384
H53 13.01030 12.27931 -16.64445
H54 13.60518 11.44727 -15.21993
H55 12.74967 10.53053 -16.37515
H56 15.61052 10.33624 -18.50572
C22 10.61000 6.16334 -11.78058
C23 10.45412 7.43495 -12.62987
C24 11.62837 8.38629 -12.48125
O8 10.25752 7.07905 -14.00255
H57 11.63484 5.80367 -11.83735
H58 9.90338 5.37562 -12.02374
H59 10.38262 6.54220 -10.77902
H60 9.54406 7.94155 -12.29094
H61 11.42639 9.19434 -11.78229
H62 11.78673 8.86980 -13.45204
H63 12.55864 7.84038 -12.31812
H64 9.50465 7.52832 -14.38850
C25 15.54819 10.31333 -13.91187
C26 15.60156 10.36599 -12.38128
C27 14.28799 10.70591 -11.68132
O9 16.12552 9.12234 -11.91362
H65 16.52389 10.49948 -14.35207
H66 14.84286 11.06567 -14.28300
H67 15.12278 9.35733 -14.22443
H68 16.32302 11.13473 -12.08842
H69 14.31726 10.75930 -10.59172
H70 13.45572 10.09525 -12.00869
H71 14.04605 11.76126 -11.86944
H72 15.55548 8.43286 -12.32047
C28 15.75914 12.04211 -8.64796
C29 16.62488 12.89390 -9.60060
C30 16.62560 14.33489 -9.15668
O10 17.95001 12.41352 -9.56555
H73 14.70387 12.32673 -8.69576
H74 16.04025 12.25216 -7.61207
H75 15.89690 10.97431 -8.82087
H76 16.19046 12.77396 -10.60147
H77 15.62025 14.74722 -9.23660
H78 17.20590 14.89222 -9.90340
H79 17.16632 14.49150 -8.22656
H80 18.01973 11.51615 -9.93246

Atomic partial charges in e from the Löwdin method, atoms 1 to 4: number 1, C, carries -0.067; number 2, C, carries -0.478; number 3, C, carries -0.045; number 4, O, carries -0.063


Record 2
Molecular formula: C30H82Cl2N12O6P4
Method: DFT, wB97M-V/def2-TZVPD

Calculated values
Energy above the lowest of the compared OMol25 structures with the same formula, charge and spin: 164.4 kcal/mol
Frontier orbital gap: 8.366 eV
Multiplicity: 1
Highest occupied orbital energy: -8.152 eV
SMILES: CN(C)P(=O)(N(C)C)N(C)C.CN(C)P(=O)(N(C)C)N(C)C.CN(C)P(=O)(N(C)C)N(C)C.CN(C)P(=O)(N(C)C)N(C)C.O=C1CCCO1.ClCCCl

Positions of all 136 atoms, in Å:
Cl1 1.88077 -1.26902 -2.30929
C1 2.30525 -0.82535 -0.65604
C2 1.79591 0.54826 -0.14571
Cl2 2.69111 1.75849 -1.01165
H1 3.38593 -0.84915 -0.51579
H2 1.83915 -1.55658 0.00437
H3 1.96953 0.64509 0.92600
H4 0.73263 0.67301 -0.35058
O1 -2.39037 4.59243 -4.64575
P1 -2.92913 3.31864 -4.07799
N1 -1.78310 2.53047 -3.08929
C3 -0.56664 3.22067 -2.72449
C4 -2.15633 1.31259 -2.51684
N2 -3.49141 2.18309 -5.31250
C5 -4.43664 1.06434 -4.97586
C6 -2.85771 2.13218 -6.56329
N3 -4.31778 3.39551 -3.07657
C7 -5.53395 3.92493 -3.68021
C8 -4.20833 3.79974 -1.74067
H5 -0.82975 4.01604 -2.02717
H6 -0.19811 3.71402 -3.62387
H7 0.12506 2.51216 -2.26877
H8 -1.69266 1.34238 -1.53083
H9 -1.47956 0.67040 -3.08045
H10 -3.22596 1.10886 -2.46699
H11 -4.38415 0.29057 -5.74179
H12 -4.14820 0.45870 -4.11674
H13 -5.45780 1.42444 -4.85073
H14 -3.63881 2.17529 -7.32233
H15 -2.18575 2.98807 -6.62679
H16 -2.27772 1.20954 -6.54236
H17 -5.72783 3.51953 -4.67327
H18 -6.38965 3.86687 -3.00753
H19 -5.38673 5.00256 -3.75193
H20 -4.92066 3.14793 -1.23486
H21 -4.56441 4.81236 -1.55118
H22 -3.18031 3.73308 -1.38454
O2 -2.62933 -4.93594 -5.80499
P2 -2.79346 -3.65451 -5.15955
N4 -3.09818 -2.46300 -6.36217
C9 -4.27136 -2.71393 -7.30945
C10 -1.94550 -1.93252 -7.15311
N5 -1.37123 -3.21571 -4.22995
C11 -0.34487 -4.17968 -3.80252
C12 -1.46365 -1.91483 -3.54627
N6 -4.07845 -3.64327 -4.02728
C13 -5.02826 -2.50105 -4.06630
C14 -4.48793 -4.91679 -3.39745
H23 -4.36517 -3.75910 -7.60427
H24 -4.43899 -2.00265 -8.11819
H25 -5.07267 -2.68773 -6.57100
H26 -1.66536 -2.38308 -8.10527
H27 -1.02660 -2.03204 -6.57534
H28 -2.04876 -0.84847 -7.20074
H29 -0.38308 -5.11916 -4.35392
H30 0.62175 -3.68446 -3.89465
H31 -0.64460 -4.53878 -2.81799
H32 -1.39597 -1.12447 -4.29382
H33 -2.31148 -1.91391 -2.86122
H34 -0.61763 -1.98333 -2.86242
H35 -5.80338 -2.55014 -4.83108
H36 -5.56491 -2.57920 -3.12078
H37 -4.39731 -1.61449 -4.12975
H38 -4.91172 -5.67371 -4.05745
H39 -5.29356 -4.81631 -2.67015
H40 -3.66685 -5.34815 -2.82486
O3 4.65395 -0.36684 2.91568
P3 5.58308 0.72042 3.33609
N7 7.00360 0.92288 2.33512
C15 7.27226 0.22842 1.04152
C16 8.12350 1.78184 2.82544
N8 6.13470 0.44487 4.96983
C17 7.16409 -0.56966 5.32604
C18 5.19187 0.57561 6.02195
N9 4.97643 2.32529 3.36305
C19 5.56391 3.50059 4.10407
C20 4.19697 2.75643 2.22840
H41 6.54187 0.40576 0.25210
H42 7.47478 -0.83288 1.18550
H43 8.18039 0.59925 0.56623
H44 8.01757 2.80190 2.45618
H45 8.95346 1.22851 2.38603
H46 8.24217 1.80384 3.90874
H47 6.84097 -1.61040 5.30233
H48 7.89289 -0.45452 4.52375
H49 7.76890 -0.28450 6.18685
H50 5.57888 0.18026 6.96110
H51 4.96246 1.63211 6.16076
H52 4.22773 0.23508 5.64436
H53 4.82495 4.17900 4.53047
H54 6.34915 3.10925 4.75087
H55 6.06871 4.20732 3.44543
H56 3.86878 1.89778 1.64265
H57 4.73684 3.24055 1.41461
H58 3.42112 3.41138 2.62490
O4 -1.50995 1.31057 6.50390
P4 -0.48582 1.17914 5.38248
N10 0.33451 -0.40492 5.39526
C21 1.68688 -0.74139 5.13800
C22 0.01299 -1.29816 6.56325
N11 0.91341 2.20520 5.68688
C23 1.59573 2.14703 7.00282
C24 1.78442 2.84472 4.64511
N12 -1.04318 1.55246 3.79308
C25 -2.45340 2.04609 3.61352
C26 -0.37880 0.92298 2.60909
H59 2.09914 -0.06756 4.38694
H60 1.86943 -1.78206 4.87010
H61 2.24917 -0.46999 6.03146
H62 -1.01161 -1.66648 6.61464
H63 0.18272 -0.67695 7.44267
H64 0.73136 -2.11625 6.61593
H65 2.60166 1.76482 6.82921
H66 1.78697 3.12583 7.44268
H67 1.15482 1.48185 7.74526
H68 2.06816 2.06723 3.93582
H69 1.33505 3.65092 4.06527
H70 2.76295 3.11517 5.04189
H71 -2.96601 1.67284 4.50009
H72 -2.44103 3.13059 3.72212
H73 -2.88812 1.87541 2.62864
H74 -0.89181 1.08632 1.66133
H75 -0.20858 -0.14791 2.71998
H76 0.60741 1.38640 2.58197
O5 -0.34584 -3.16512 -0.77357
C27 -1.19838 -3.77628 -0.10329
O6 -0.73569 -4.65794 0.84789
C28 -1.93903 -5.16916 1.49920
C29 -3.11560 -4.85492 0.61651
C30 -2.69296 -3.70250 -0.13864
H77 -2.03761 -4.64087 2.44752
H78 -1.89196 -6.24738 1.65186
H79 -4.10396 -4.66420 1.03470
H80 -3.10129 -5.73511 -0.02626
H81 -2.84897 -2.83237 0.49904
H82 -3.17055 -3.67931 -1.11817

Atomic partial charges in e from the Löwdin method, atoms 1 to 4: number 1, Cl, carries 0.611; number 2, C, carries -0.661; number 3, C, carries -0.665; number 4, Cl, carries 0.606


Record 3
Molecular formula: C30H82N4O16
Method: DFT, wB97M-V/def2-TZVPD

Calculated values
Energy above the lowest of the compared OMol25 structures with the same formula, charge and spin: 112.7 kcal/mol
Frontier orbital gap: 9.223 eV
Multiplicity: 1
Highest occupied orbital energy: -8.691 eV
SMILES: COC[C@H](C)N.COC[C@H](C)N.COCCNCCOC.COCCNCCOC.OCCO.OCCO.OCCO.OCCO.OCCO

Positions of all 132 atoms, in Å:
C1 5.77422 0.65099 -2.47369
O1 5.09060 1.86381 -2.29724
C2 5.66799 2.99325 -2.94594
C3 5.02711 4.31535 -2.49209
N1 3.80892 4.75946 -3.16312
C4 3.90688 5.06356 -4.52126
C5 2.57234 5.94148 -4.75383
O2 1.37050 5.18821 -4.60628
C6 0.37001 5.67000 -3.73350
H1 5.69853 0.45028 -3.54238
H2 5.23513 -0.15684 -1.97885
H3 6.82622 0.73479 -2.20095
H4 5.63507 3.05796 -4.03351
H5 6.71182 3.02306 -2.63350
H6 5.79483 5.07046 -2.66093
H7 4.79274 4.32919 -1.42768
H8 3.06305 4.07876 -3.18347
H9 3.87952 4.23137 -5.22468
H10 4.74210 5.75216 -4.64910
H11 2.65569 6.36079 -5.75650
H12 2.62034 6.80597 -4.09167
H13 -0.17833 6.50900 -4.16185
H14 0.86027 6.06467 -2.84357
H15 -0.42209 4.95392 -3.51467
C7 -0.71651 -3.82606 0.87435
O3 -0.12983 -2.56808 0.52716
C8 -0.28176 -1.45970 1.40766
C9 -0.05469 -0.14679 0.61918
N2 -1.19916 0.20019 -0.22532
C10 -1.08310 1.54435 -0.79179
C11 -2.26636 1.61335 -1.80674
O4 -2.08699 2.79570 -2.44688
C12 -2.70821 2.69245 -3.75935
H16 -0.33697 -4.68679 0.32372
H17 -1.78855 -3.79552 0.67964
H18 -0.61878 -4.01594 1.94323
H19 0.50632 -1.75112 2.10200
H20 -1.20606 -1.58771 1.97103
H21 0.83819 -0.14711 -0.00603
H22 0.26356 0.57231 1.37397
H23 -1.56892 -0.57836 -0.75186
H24 -0.22436 1.63900 -1.45641
H25 -0.90962 2.35032 -0.07876
H26 -3.15372 1.71255 -1.18155
H27 -2.38579 0.72056 -2.42054
H28 -2.51145 1.77302 -4.31072
H29 -2.20960 3.41865 -4.40132
H30 -3.76476 2.95952 -3.73762
C13 1.13673 5.15624 0.52653
C14 0.94860 4.92087 2.07308
O5 2.06714 4.80940 2.87914
O6 1.59342 3.91022 0.06910
H31 1.95740 5.84234 0.31709
H32 0.20971 5.55417 0.11378
H33 0.48644 3.93792 2.16429
H34 0.27039 5.62942 2.54856
H35 2.78992 4.56865 2.29499
H36 1.51620 3.84320 -0.88544
C15 4.70848 1.94578 3.21067
C16 3.72719 0.98632 2.43854
O7 3.73750 -0.21384 3.08128
O8 5.96385 1.74732 2.87194
H37 4.72435 2.01914 4.29808
H38 4.42034 2.96331 2.94665
H39 4.03467 0.93517 1.39406
H40 2.70494 1.36461 2.43708
H41 3.35454 -0.16814 3.96041
H42 6.61325 2.29431 3.31993
C17 0.90531 1.30955 -4.14631
C18 2.06510 1.10802 -3.07805
O9 2.39866 2.25292 -2.32972
O10 1.02958 2.22908 -5.24529
H43 -0.03939 1.52458 -3.64690
H44 0.80616 0.31715 -4.58609
H45 2.95150 0.75349 -3.60408
H46 1.63969 0.46931 -2.30397
H47 3.31808 2.31417 -2.06045
H48 1.32226 3.09856 -4.96251
C19 -4.28338 2.51071 3.74244
C20 -2.94208 1.99502 4.39495
O11 -2.89407 0.58640 4.37818
O12 -4.50647 2.19154 2.48061
H49 -4.23821 3.59502 3.84409
H50 -5.10252 2.26283 4.41747
H51 -3.04207 2.25949 5.44764
H52 -2.14408 2.55483 3.90721
H53 -2.83996 0.37367 3.44361
H54 -4.51745 1.23277 2.43341
C21 -3.86547 -1.53452 1.03770
C22 -5.16200 -1.06790 0.22255
O13 -4.99582 -0.74956 -1.09430
O14 -3.42968 -0.31189 1.68448
H55 -3.17700 -2.14164 0.44991
H56 -4.13153 -2.12611 1.91367
H57 -5.74784 -0.33626 0.77895
H58 -5.89816 -1.86988 0.27725
H59 -5.54339 -1.30611 -1.65287
H60 -2.63289 0.04352 1.28398
C23 -4.89131 -4.87634 0.15464
C24 -5.81885 -5.82170 -0.47381
C25 -5.59834 -6.20425 -1.96484
O15 -5.61171 -5.03525 -2.85055
C26 -5.84496 -5.34631 -4.18200
N3 -6.35101 -6.96223 0.30603
H61 -5.36334 -4.62278 1.10385
H62 -4.83085 -3.99904 -0.48940
H63 -3.86059 -5.22809 0.11011
H64 -6.75111 -5.30824 -0.70907
H65 -6.29529 -6.90644 -2.42232
H66 -4.62963 -6.67191 -2.14088
H67 -6.92279 -5.49068 -4.25626
H68 -5.25006 -6.24311 -4.35509
H69 -5.54153 -4.59345 -4.90950
H70 -7.26430 -7.30445 0.04357
H71 -6.33327 -6.77076 1.29755
C27 3.70829 -3.73112 3.70240
C28 2.21375 -3.80975 4.08594
C29 1.80678 -5.28416 4.02931
O16 2.30452 -5.91249 5.18622
C30 2.37816 -7.26083 4.84821
N4 2.01954 -3.36558 5.44893
H72 4.29823 -4.12770 4.52872
H73 4.06417 -2.70868 3.82911
H74 3.89093 -4.20308 2.73700
H75 1.59767 -3.16700 3.45712
H76 2.14825 -5.67385 3.07034
H77 0.73599 -5.44694 3.90684
H78 1.52263 -7.66267 4.30536
H79 2.49089 -7.89180 5.72983
H80 3.27557 -7.42842 4.25267
H81 1.60130 -4.25324 5.68814
H82 2.92799 -3.41329 5.88771

Atomic partial charges in e from the Löwdin method, atoms 1 to 4: number 1, C, carries -0.090; number 2, O, carries -0.234; number 3, C, carries -0.188; number 4, C, carries -0.174


Calculated total energy / Eh: -1943.33723 -4586.54778 -2614.64788